No. 1
# C4H8NS2

The ion C4H8NS2 with charge +1 at a distorted geometry (ωB97M-V/def2-TZVPD, the OMol25 dataset).

Atoms and positions in Å:
S -3.1598 -0.2967 0.2101
S 1.5718 1.5331 0.4616
N 1.3981 -1.4299 0.2886
C 1.6747 -0.4532 -0.5509
C -1.6268 0.6627 0.1225
C 0.6901 0.5586 -0.9458
C -0.6741 0.1598 -0.6359
H 1.9308 -2.0469 0.7484
H 0.3179 -1.6472 0.4531
H -3.7764 0.1896 1.2868
H -0.8808 -0.8419 -1.0631
H -1.7463 1.4890 0.6649
H 0.7632 1.3562 1.5662
H 2.7034 -0.4183 -0.8072
H 0.8145 1.1851 -1.7991

Output
HOMO = -12.70 eV
LUMO level = -4.3227 eV
energy above the lowest of the compared OMol25 structures with the same formula, charge and spin = 44.6 kcal per mole
frontier orbital gap = 8.37 eV
net charge = +1

***

No. 2
# C31H67F9NNiO17

A structure of composition C31H67F9NNiO17 at a distorted geometry (ωB97M-V/def2-TZVPD, the OMol25 dataset).

Atoms and positions in Å:
Ni 1.2387 0.0655 -4.1036
F 0.0213 2.2117 -0.9586
F 0.3552 -4.4769 -6.3707
F -1.3142 -3.2195 -6.7642
F 2.6906 -0.6109 1.2320
F -1.5332 3.4614 -1.7528
F 0.6271 -2.4182 -7.1677
F 0.5615 4.1461 -1.6208
F 0.7394 0.3308 0.8299
F 2.6721 1.0478 -0.0515
O -3.6034 0.9767 -2.6398
O -0.2469 -1.3228 -4.7657
O 5.4171 3.7550 3.3327
O 2.4467 7.2759 -0.7812
O 0.6889 -1.9540 -0.7419
O 0.8713 -0.5579 5.9826
O 1.3999 2.1130 -3.3931
O 1.4686 -2.7403 -4.3608
O -4.4419 -4.4221 -5.1786
O 1.5368 -0.4893 -2.1288
O -1.7538 -0.9508 -2.0064
O 6.9540 1.6031 2.1655
O 4.2190 4.3432 0.4964
O 1.8517 -3.0841 4.8960
O -1.0307 0.0316 3.4954
O -3.5405 -2.0955 -4.0381
O -0.5913 1.3350 -3.6551
N -2.3792 0.1469 3.0614
C 1.6256 -1.8663 4.1731
C 1.7597 -1.0084 -0.9118
C -3.5582 -3.3065 -3.3009
C -2.8362 1.5394 3.0727
C 3.3990 6.6231 0.0396
C 5.5403 1.6173 2.1663
C 1.9208 -0.6080 5.0164
C 3.3775 5.1698 -0.3203
C -0.0007 2.5188 -3.2982
C -4.5389 -0.9082 2.9468
C 1.7747 -4.0422 -3.8081
C 0.1260 -2.6221 -4.8559
C -3.4024 -4.5121 -4.2079
C -3.4454 0.6747 -1.2396
C -2.5713 -2.2880 3.1961
C 1.0342 -3.1989 -0.0743
C 1.9110 -0.0288 0.2948
C -2.9049 2.1815 4.4413
C -2.0668 2.4781 2.0813
C 3.2082 -4.0378 -3.2814
C 3.6998 2.8659 -3.2897
C -2.3814 -0.4115 -0.8867
C -3.3518 -1.0532 5.1628
C 2.3396 3.0467 -3.9748
C -0.2676 -3.9291 0.2337
C -5.1871 0.4605 2.9065
C -0.0538 -3.1990 -6.2881
C -0.2383 3.1061 -1.9361
C -4.2455 1.5802 2.4109
C -3.1636 -0.9407 3.6239
C 4.8185 2.4616 3.1840
H -6.0726 0.4217 2.2677
H 5.0236 0.6440 2.2208
H 4.4485 3.4931 -3.7718
H 2.6896 -1.5975 -0.8734
H -0.1232 -4.9113 0.6976
H 3.8180 5.1092 -1.3202
H 5.3120 1.7746 1.1052
H 1.6159 -3.7990 -0.7740
H -4.0128 -4.6202 -6.0151
H 1.6185 7.2672 -0.2950
H -2.6217 -0.5104 5.7625
H -2.6491 3.3649 1.8420
H 3.5637 3.1866 -2.2569
H -4.2387 -0.9921 1.8945
H -3.3737 -5.4539 -3.6478
H -4.6008 2.5978 2.5856
H -4.2080 1.5497 1.3216
H 4.0020 1.8229 -3.1979
H 1.0598 -4.3081 -3.0249
H -0.9608 -1.4618 -1.8041
H 1.6550 0.1977 4.3228
H -1.9653 2.1791 4.9982
H 4.3722 7.1124 -0.0112
H 5.2422 4.1858 2.4861
H 3.2993 -5.0018 -2.7778
H -2.2457 -2.3128 2.1537
H -2.9037 -1.1774 -0.3030
H -0.7898 -4.0783 -0.7114
H 3.1276 6.7041 1.1001
H -0.4987 -0.1043 2.6991
H 2.3862 4.7221 -0.2735
H -1.9709 1.8763 1.1755
H 3.2817 -3.2277 -2.5569
H -2.4575 -4.4765 -4.7525
H 2.1098 4.1135 -4.0563
H 2.3554 -1.8260 3.3612
H -3.4571 1.5328 5.1335
H 0.6323 -1.7953 3.7344
H 3.8512 -3.9771 -4.1561
H 7.2048 1.6418 3.0970
H 3.9608 3.4237 0.3829
H 0.4742 0.3122 6.0390
H -0.9031 -3.5313 1.0257
H -1.6385 0.0759 -0.2442
H -3.4661 3.1145 4.4479
H -4.3856 -0.9568 5.5012
H -5.5901 0.7922 3.8707
H -4.2667 -2.2797 -4.6495
H -1.6762 -2.4910 3.7890
H 1.8178 -2.8577 5.8304
H -4.3292 0.0656 -1.0111
H -0.4714 -3.1916 -4.1315
H 2.9374 -0.4607 5.3801
H 3.8155 2.6134 2.7786
H -4.5194 -3.3123 -2.7711
H -3.2345 -3.1441 3.3213
H 1.5523 -2.9643 0.8563
H -4.2425 1.6954 -2.6540
H -1.0633 2.7350 2.4217
H -5.1763 -1.7331 3.2542
H 2.2292 2.8260 -5.0449
H 1.7577 -4.8778 -4.5125
H 4.9354 2.0089 4.1687
H -0.2539 3.2749 -4.0550
H -3.1830 -2.0907 5.4680
H -3.4518 1.5613 -0.6084
H -2.7941 -3.3376 -2.5213

Output
expectation value of S² = 2.005
HOMO (alpha / beta) = -5.65 / -5.53 eV
LUMO level (alpha / beta) = 2.1164 / 2.1157 eV
2S+1 = 3
frontier orbital gap (alpha / beta) = 7.77 / 7.65 eV
net charge = -1

***

No. 3
# H26O13

A structure of composition H26O13 at a distorted geometry (ωB97M-V/def2-TZVPD, the OMol25 dataset).

Atoms and positions in Å:
O 0.3545 0.1753 -0.0416
O 4.1163 3.4031 1.4939
O -4.5917 0.3153 -1.5463
O -2.4960 -1.2020 0.4687
O 3.3387 0.3187 0.1316
O -3.2006 0.2303 2.3883
O -1.5136 -1.7350 -1.9697
O -2.1420 3.0590 0.3851
O 0.5106 -2.7195 0.6574
O 3.2682 -3.5732 2.8946
O -0.6695 1.0748 1.0055
O -1.4101 0.6744 -2.1982
O 4.1427 1.9725 -3.1829
H -5.2586 -0.3790 -1.4983
H 3.5472 1.5495 -2.5541
H -3.2982 -0.7144 2.2241
H 4.1561 -0.1523 0.3292
H 0.3858 0.9905 -0.5549
H -0.5873 -1.6084 -1.7354
H -1.2111 1.1752 1.7963
H 4.6423 1.2404 -3.5617
H 3.1817 0.1347 -0.8014
H 1.2588 -0.1567 -0.0736
H 2.9971 -4.4877 2.7564
H -2.8761 2.6916 0.8901
H 5.0078 3.7261 1.6666
H 0.2816 -1.9466 0.1290
H -1.9076 -1.8548 0.8642
H 0.2676 -2.4695 1.5560
H -1.3103 0.9466 0.2970
H -1.9869 2.4093 -0.3098
H 2.6531 -3.0623 2.3565
H 4.2365 2.7400 0.8048
H -1.8092 0.2468 -1.4322
H -3.8679 -0.0168 -1.0033
H -2.5277 -1.4484 -0.4626
H -3.3336 0.3181 3.3389
H -1.4992 -1.8566 -2.9257
H -0.8493 -0.0088 -2.5825

Output
HOMO = -8.17 eV
LUMO level = -0.4846 eV
energy above the lowest of the compared OMol25 structures with the same formula, charge and spin = 170.7 kcal per mole
frontier orbital gap = 7.69 eV

***

| no. | E (Eh) |
| --- | --- |
| 1 | -1008.000738 |
| 2 | -4962.091778 |
| 3 | -993.501235 |